{"formula": "C24H26FNO", "method": "ωB97M-V with the def2-TZVPD basis set", "total_charge": 0, "homo_lumo_gap_ev": 7.537, "homo_energy_ha": -0.25222, "e_lumo_ev": 0.67, "elements": ["C", "O", "C", "C", "C", "C", "C", "C", "C", "N", "C", "C", "C", "C", "C", "C", "C", "C", "C", "C", "C", "C", "F", "C", "C", "C", "C", "H", "H", "H", "H", "H", "H", "H", "H", "H", "H", "H", "H", "H", "H", "H", "H", "H", "H", "H", "H", "H", "H", "H", "H", "H", "H"], "positions_angstrom": [[5.28, -2.99, 3.41], [3.87, -2.73, 3.33], [3.33, -2.01, 2.48], [2.03, -1.73, 2.68], [1.26, -1.26, 1.77], [1.85, -0.76, 0.76], [1.28, 0.05, -0.62], [-0.23, 0.54, -0.04], [0.18, 1.88, 0.73], [-1.28, 2.26, 1.52], [-2.08, 2.98, 0.54], [-2.97, 3.69, 1.52], [-2.90, 2.03, -0.09], [-3.20, 2.44, -1.47], [-3.88, 1.62, -2.44], [-4.37, 0.57, -1.82], [-4.29, 0.14, -0.51], [-3.46, 1.05, 0.44], [0.89, -0.68, -1.58], [1.06, -0.53, -3.06], [0.89, -1.21, -4.09], [0.24, -2.65, -3.70], [0.06, -3.32, -4.85], [-0.07, -2.90, -2.36], [0.28, -2.17, -1.37], [3.34, -0.74, 0.39], [4.09, -1.47, 1.35], [5.52, -3.46, 4.23], [5.91, -1.97, 3.36], [5.56, -3.38, 2.34], [1.50, -2.37, 3.38], [0.26, -1.29, 1.79], [1.83, 0.91, -1.03], [-0.75, 1.23, -0.89], [-1.00, 0.08, 0.40], [0.71, 2.62, 0.46], [0.54, 1.51, 1.77], [-1.04, 2.85, 2.57], [-1.45, 3.73, 0.21], [-3.75, 3.20, 2.32], [-3.72, 4.16, 0.99], [-2.39, 4.54, 2.24], [-2.68, 3.31, -1.96], [-4.22, 1.70, -3.27], [-4.99, -0.03, -2.51], [-4.74, -0.85, -0.23], [-3.28, 0.75, 1.43], [1.50, 0.40, -3.26], [1.01, -1.22, -5.06], [-0.47, -4.07, -2.33], [0.06, -2.41, -0.60], [3.81, -0.50, -0.54], [5.03, -1.53, 1.28]], "nbo_charge": [-0.228, -0.472, 0.337, -0.260, -0.273, 0.060, -0.280, -0.385, -0.210, -0.656, -0.155, -0.580, -0.080, -0.170, -0.188, -0.218, -0.194, -0.181, 0.043, -0.233, -0.221, 0.394, -0.333, -0.313, -0.146, -0.174, -0.280, 0.188, 0.169, 0.188, 0.212, 0.221, 0.232, 0.211, 0.236, 0.163, 0.191, 0.370, 0.219, 0.228, 0.200, 0.193, 0.202, 0.187, 0.190, 0.224, 0.234, 0.176, 0.213, 0.211, 0.135, 0.219, 0.183]}

{"formula": "C24H26GeO6Se3SnTe", "method": "ωB97M-V with the def2-TZVPD basis set", "total_charge": 1, "homo_lumo_gap_ev": [6.929, 5.270], "multiplicity": 2, "homo_energy_ha": [-0.37296, -0.37464], "s_squared": 0.7589, "e_lumo_ev": [-3.22, -4.92], "elements": ["Sn", "O", "C", "O", "C", "O", "C", "C", "O", "O", "H", "H", "H", "H", "H", "Se", "Se", "Te", "Se", "C", "C", "C", "O", "H", "H", "H", "H", "H", "H", "C", "Ge", "C", "C", "C", "C", "C", "C", "C", "C", "C", "C", "C", "C", "C", "C", "C", "C", "H", "H", "H", "H", "H", "H", "H", "H", "H", "H", "H", "H", "H", "H", "H"], "positions_angstrom": [[-1.74, 2.03, -1.35], [-4.08, -0.24, -4.25], [-2.86, 0.00, -3.77], [-2.33, 1.09, -3.76], [-2.17, -1.21, -3.16], [-1.97, -0.91, -1.79], [-2.99, -1.34, -0.90], [-3.52, -0.22, -0.01], [-4.17, -0.57, 0.96], [-3.29, 1.02, -0.36], [-4.46, 0.60, -4.56], [-1.20, -1.32, -3.63], [-2.76, -2.12, -3.31], [-2.59, -2.11, -0.25], [-3.84, -1.75, -1.44], [-1.30, 3.80, 0.95], [-3.37, 4.61, 1.45], [-4.55, 5.15, -0.64], [-3.65, 3.63, -2.36], [-2.07, 1.85, 2.75], [-0.81, 1.06, 2.73], [0.12, 1.19, 3.90], [-0.56, 0.34, 1.74], [-2.65, 1.54, 3.62], [-2.66, 1.72, 1.84], [-1.80, 2.90, 2.89], [-0.45, 1.35, 4.81], [0.72, 2.09, 3.72], [0.80, 0.35, 4.01], [0.43, -2.11, 2.97], [0.85, -0.96, 1.49], [2.37, 0.18, 1.77], [2.36, 1.54, 1.47], [3.50, 2.31, 1.70], [4.65, 1.71, 2.21], [4.66, 0.35, 2.50], [3.52, -0.41, 2.28], [0.76, -1.78, -0.21], [0.48, -3.13, -0.22], [0.69, -3.90, -1.39], [1.20, -3.31, -2.51], [1.47, -1.91, -2.55], [1.96, -1.28, -3.72], [2.18, 0.07, -3.74], [1.89, 0.86, -2.60], [1.42, 0.26, -1.47], [1.22, -1.13, -1.39], [1.33, -2.25, 3.58], [0.07, -3.08, 2.65], [-0.34, -1.65, 3.59], [1.47, 2.02, 1.09], [3.48, 3.37, 1.47], [5.54, 2.31, 2.38], [5.56, -0.11, 2.90], [3.55, -1.48, 2.51], [0.11, -3.62, 0.67], [0.48, -4.96, -1.37], [1.39, -3.90, -3.40], [2.16, -1.88, -4.59], [2.56, 0.55, -4.64], [2.03, 1.93, -2.63], [1.17, 0.86, -0.60]], "nbo_charge": [1.212, -0.641, 0.797, -0.635, -0.164, -0.538, -0.186, 0.773, -0.611, -0.927, 0.510, 0.229, 0.209, 0.212, 0.212, -0.476, -0.033, 0.595, -0.490, -0.767, 0.758, -0.750, -0.680, 0.265, 0.281, 0.276, 0.262, 0.286, 0.251, -1.113, 1.866, -0.547, -0.223, -0.191, -0.186, -0.215, -0.139, -0.503, -0.162, -0.231, -0.158, 0.011, -0.211, -0.187, -0.193, -0.196, -0.062, 0.256, 0.253, 0.248, 0.206, 0.227, 0.230, 0.229, 0.207, 0.215, 0.230, 0.223, 0.223, 0.228, 0.226, 0.206]}

{"formula": "C24H26KN5O3S", "method": "ωB97M-V with the def2-TZVPD basis set", "total_charge": 0, "homo_lumo_gap_ev": 6.939, "homo_energy_ha": -0.26003, "e_lumo_ev": -0.14, "elements": ["K", "C", "C", "N", "N", "C", "O", "C", "C", "C", "C", "C", "C", "C", "C", "C", "C", "C", "N", "H", "H", "H", "H", "H", "H", "H", "H", "H", "H", "H", "H", "O", "S", "C", "C", "C", "C", "H", "H", "H", "H", "H", "H", "H", "H", "N", "C", "O", "C", "C", "C", "N", "C", "C", "H", "H", "H", "H", "H", "H"], "positions_angstrom": [[-0.70, 0.36, 0.81], [3.95, -1.36, -0.01], [2.47, -1.20, 0.18], [1.86, -0.07, 0.09], [2.62, 1.03, -0.17], [1.87, 2.11, -0.41], [0.61, 2.15, -0.52], [2.65, 3.38, -0.58], [1.98, 4.53, -0.99], [2.66, 5.73, -1.14], [4.03, 5.79, -0.88], [4.70, 4.64, -0.47], [4.01, 3.45, -0.32], [1.65, -2.40, 0.45], [2.21, -3.68, 0.29], [1.43, -4.80, 0.52], [0.11, -4.64, 0.92], [-0.36, -3.34, 1.06], [0.37, -2.26, 0.84], [4.42, -0.39, 0.00], [4.18, -1.84, -0.97], [4.39, -1.99, 0.78], [0.92, 4.46, -1.19], [2.14, 6.61, -1.47], [4.56, 6.72, -1.00], [5.76, 4.69, -0.26], [4.52, 2.55, 0.00], [3.23, -3.78, -0.03], [1.86, -5.79, 0.39], [-0.53, -5.48, 1.12], [-1.39, -3.17, 1.37], [-2.98, 1.80, 1.35], [-3.72, 2.28, 0.13], [-4.25, 3.98, 0.51], [-3.07, 4.88, 0.19], [-2.57, 4.39, -1.17], [-2.46, 2.87, -1.06], [-4.56, 3.97, 1.55], [-5.11, 4.19, -0.13], [-2.29, 4.75, 0.94], [-3.35, 5.93, 0.18], [-1.61, 4.82, -1.44], [-3.29, 4.67, -1.95], [-1.50, 2.60, -0.61], [-2.58, 2.33, -1.99], [-3.33, -5.97, -1.21], [-4.15, -5.04, -0.65], [-5.22, -5.32, -0.15], [-3.65, -3.62, -0.68], [-2.69, -3.17, -1.57], [-2.28, -1.84, -1.49], [-2.75, -0.98, -0.59], [-3.69, -1.43, 0.25], [-4.17, -2.73, 0.24], [-3.61, -6.93, -1.13], [-2.37, -5.77, -1.43], [-2.27, -3.80, -2.34], [-1.52, -1.47, -2.17], [-4.05, -0.70, 0.97], [-4.93, -3.05, 0.94]], "nbo_charge": [0.936, -0.690, 0.154, -0.256, -0.509, 0.591, -0.796, -0.045, -0.199, -0.229, -0.216, -0.212, -0.205, 0.192, -0.254, -0.161, -0.293, 0.045, -0.471, 0.262, 0.216, 0.210, 0.218, 0.205, 0.207, 0.206, 0.234, 0.224, 0.216, 0.218, 0.188, -1.032, 1.220, -0.602, -0.414, -0.406, -0.622, 0.249, 0.221, 0.222, 0.222, 0.233, 0.200, 0.283, 0.237, -0.814, 0.649, -0.589, -0.103, -0.235, 0.042, -0.455, 0.026, -0.213, 0.410, 0.398, 0.221, 0.206, 0.216, 0.248]}

{"formula": "C24H26N2O3S", "method": "ωB97M-V with the def2-TZVPD basis set", "total_charge": 0, "homo_lumo_gap_ev": 8.688, "homo_energy_ha": -0.29688, "e_lumo_ev": 0.61, "elements": ["C", "C", "C", "C", "C", "C", "C", "H", "H", "C", "H", "H", "S", "O", "C", "C", "C", "C", "C", "C", "O", "N", "C", "H", "C", "N", "C", "C", "C", "C", "C", "C", "H", "H", "H", "H", "H", "C", "H", "C", "H", "H", "H", "H", "H", "H", "O", "H", "H", "H", "H", "H", "H", "H", "H", "H"], "positions_angstrom": [[1.92, 2.39, -2.07], [0.79, 2.67, -1.12], [0.98, 2.54, 0.26], [-0.05, 2.77, 1.14], [-1.31, 3.16, 0.68], [-1.50, 3.30, -0.69], [-0.46, 3.06, -1.57], [-0.63, 3.17, -2.63], [-2.46, 3.61, -1.07], [-2.42, 3.36, 1.65], [-3.31, 3.80, 1.20], [-2.11, 3.95, 2.51], [-2.89, 1.69, 2.38], [-3.95, 1.96, 3.33], [-3.75, 1.08, 0.82], [-3.82, -0.39, 0.85], [-4.82, -1.28, 1.11], [-4.25, -2.57, 1.02], [-2.92, -2.38, 0.73], [-1.89, -3.38, 0.41], [-2.19, -4.44, -0.12], [-0.60, -3.09, 0.73], [-0.11, -1.93, 1.44], [-0.91, -1.40, 1.93], [0.63, -1.03, 0.45], [1.71, -1.77, -0.16], [2.82, -1.08, -0.65], [3.48, -0.18, 0.19], [4.60, 0.50, -0.24], [5.09, 0.30, -1.52], [4.45, -0.59, -2.36], [3.33, -1.27, -1.93], [2.84, -1.95, -2.62], [4.82, -0.76, -3.36], [5.97, 0.84, -1.86], [5.10, 1.19, 0.43], [3.13, -0.04, 1.20], [1.23, -2.95, -0.86], [2.09, -3.50, -1.25], [0.47, -3.85, 0.13], [0.04, -4.70, -0.39], [1.16, -4.20, 0.91], [0.56, -2.68, -1.69], [1.02, -0.15, 0.97], [-0.08, -0.68, -0.31], [0.60, -2.29, 2.20], [-2.66, -1.05, 0.63], [-4.74, -3.51, 1.14], [-5.84, -1.04, 1.33], [-4.75, 1.52, 0.81], [-3.15, 1.42, -0.02], [0.11, 2.66, 2.20], [1.96, 2.26, 0.62], [1.71, 2.82, -3.05], [2.06, 1.32, -2.18], [2.85, 2.80, -1.69]], "nbo_charge": [-0.633, -0.025, -0.160, -0.218, -0.075, -0.204, -0.202, 0.211, 0.211, -0.606, 0.231, 0.242, 1.262, -0.972, -0.639, 0.268, -0.288, -0.238, 0.158, 0.638, -0.613, -0.429, -0.215, 0.229, -0.226, -0.473, 0.266, -0.284, -0.186, -0.254, -0.191, -0.294, 0.214, 0.214, 0.214, 0.212, 0.212, -0.224, 0.216, -0.228, 0.250, 0.197, 0.177, 0.216, 0.184, 0.197, -0.413, 0.243, 0.234, 0.254, 0.249, 0.211, 0.207, 0.214, 0.232, 0.223]}

Looking at relative energy (zero: lowest compared OMol25 entry of this formula, charge and spin) for the records above, in order, we have 492.0, 26.0, 7.9, 41.5 kcal/mol.
Looking at electronic energy for the records above, in order, we have -1159.20829, -11144.96579, -2427.83076, -1663.54621 Ha.